Entry 1:
Density functional theory data (ωB97M-V with the def2-TZVPD basis set) for a single C12H13IN2 molecule.

## Properties
M in u: 312.2
SMILES: Cc1cccc([C@@H](I)c2nccn2C)c1
Maximum force in eV/A: 6.789
HOMO energy in eV: -8.43
ΔE to the lowest compared entry with this formula, charge and spin in kcal per mole: 13.1

The geometry in ORCA input format:
```
! wB97M-V def2-TZVPD RIJCOSX def2/J DEFGRID3
* xyz 0 1
C 0.851 -3.083 1.197
C -0.373 -3.034 1.863
C 1.148 -2.053 0.316
C -1.010 -1.122 0.554
C -0.335 3.218 0.305
C 0.635 3.565 -0.545
C -1.324 -2.019 1.590
C 0.211 -1.077 -0.073
C 0.389 1.460 -0.653
C -2.819 -2.141 1.964
C 1.967 2.575 -2.337
C 0.585 -0.090 -1.143
N -0.501 1.902 0.195
N 1.045 2.536 -1.221
I -0.890 -0.249 -2.776
H 1.679 -3.731 1.356
H -0.640 -3.926 2.557
H 2.094 -2.008 -0.302
H -1.773 -0.367 0.268
H -0.887 3.696 1.107
H 0.844 4.639 -0.851
H -2.881 -1.481 2.848
H -3.237 -1.661 1.044
H -3.059 -3.195 2.056
H 3.046 2.197 -2.044
H 1.399 2.050 -3.187
H 2.204 3.681 -2.594
H 1.631 -0.281 -1.495
*
```



Entry 2:
Density functional theory data (ωB97M-V with the def2-TZVPD basis set) for C12H13N5O3PtS2 as an isolated structure.

## Properties
M in u: 534.5
Maximum force in eV/A: 3.475
HOMO energy (alpha / beta) in eV: -11.08 / -14.68
<S²>: 2.072
ΔE to the lowest compared entry with this formula, charge and spin in kcal per mole: 2.9

The geometry in ORCA input format:
```
! wB97M-V def2-TZVPD RIJCOSX def2/J DEFGRID3
* xyz 2 3
Pt 0.188 0.325 0.853
O -0.710 1.411 -0.641
C -0.373 1.337 -1.866
O 1.873 0.530 -0.365
C 1.614 0.005 -1.506
O 2.371 -0.884 -2.093
N 0.493 0.316 -2.246
C 1.692 -1.242 -3.375
C 0.675 -0.172 -3.623
H 1.199 -2.220 -3.248
H 2.443 -1.270 -4.163
H -0.281 -0.493 -4.043
H 1.092 0.634 -4.236
C -0.911 2.260 -2.800
C -1.320 3.489 -2.409
H -0.934 1.939 -3.836
H -1.151 3.815 -1.385
H -1.783 4.191 -3.101
N -3.080 0.105 0.236
C -2.612 -0.617 1.246
N -1.357 -0.560 1.730
C -1.107 -1.515 2.702
C -2.183 -2.336 2.971
S -3.535 -1.857 2.023
C 0.203 -1.437 3.182
C 0.893 -1.942 4.266
S 2.473 -1.235 4.365
C 2.138 -0.224 3.004
N 0.955 -0.530 2.450
N 2.926 0.772 2.574
H -4.040 -0.073 -0.045
H -2.612 0.946 -0.111
H -2.145 -3.152 3.681
H 0.446 -2.649 4.958
H 3.789 0.974 3.063
H 2.672 1.356 1.790
*
```



Entry 3:
Density functional theory data (ωB97M-V with the def2-TZVPD basis set) for C12H13NO4SiV as an isolated structure.

## Properties
M in u: 314.3
Maximum force in eV/A: 4.208
HOMO energy (alpha / beta) in eV: -12.11 / -12.63
<S²>: 2.018

The geometry in ORCA input format:
```
! wB97M-V def2-TZVPD RIJCOSX def2/J DEFGRID3
* xyz 1 3
V -1.047 0.188 -1.332
O 0.002 -3.316 -2.804
C -0.161 -2.059 -2.550
O -0.945 -1.614 -1.689
C 0.594 -1.036 -3.277
C 1.443 -1.093 -4.370
C 1.913 0.110 -4.890
C 1.503 1.328 -4.350
C 0.665 1.299 -3.252
N 0.264 0.144 -2.728
C -0.066 2.438 -2.531
O 0.074 3.591 -2.780
O -0.890 1.859 -1.671
H -0.535 -3.872 -2.214
H 1.713 -2.045 -4.804
H 2.578 0.100 -5.742
H 1.803 2.275 -4.776
C -2.130 1.029 4.038
Si -0.573 0.084 3.550
C 0.948 1.044 4.105
C -0.657 -1.703 4.121
C -0.490 0.044 1.682
C -0.412 0.035 0.462
H -2.201 1.093 5.125
H -3.025 0.527 3.666
H -2.106 2.042 3.635
H 0.988 1.107 5.194
H 0.917 2.058 3.706
H 1.863 0.565 3.754
H -0.675 -1.763 5.211
H 0.204 -2.272 3.766
H -1.561 -2.186 3.745
*
```



Entry 4:
Density functional theory data (ωB97M-V with the def2-TZVPD basis set) for C12H13NPTi as an isolated structure.

## Properties
M in u: 250.1
Maximum force in eV/A: 3.210
HOMO energy (alpha / beta) in eV: -5.66 / -5.93
<S²>: 1.181
ΔE to the lowest compared entry with this formula, charge and spin in kcal per mole: 28.3

The geometry in ORCA input format:
```
! wB97M-V def2-TZVPD RIJCOSX def2/J DEFGRID3
* xyz 0 2
C 3.636 1.049 -0.562
C 4.849 0.769 0.070
C 5.092 -0.352 0.886
C 4.126 -1.352 1.131
C 2.846 -1.256 0.603
Ti 1.896 0.251 -0.177
P 0.827 1.616 -1.792
H 3.615 1.995 -1.136
H 5.692 1.453 -0.106
H 6.100 -0.485 1.299
H 2.192 -2.153 0.665
H 4.448 -2.260 1.661
H 0.162 0.946 -2.860
H 1.652 2.450 -2.605
H -0.201 2.594 -1.600
N 0.056 -0.499 0.160
C -1.102 -0.560 0.180
C -2.543 -0.511 0.288
C -3.137 0.331 1.244
C -4.531 0.428 1.331
C -5.338 -0.301 0.454
C -4.752 -1.130 -0.508
C -3.358 -1.239 -0.591
H -2.525 0.913 1.922
H -4.986 1.074 2.072
H -6.416 -0.217 0.515
H -5.381 -1.683 -1.194
H -2.916 -1.872 -1.350
*
```



Entry 5:
Density functional theory data (ωB97M-V with the def2-TZVPD basis set) for C12H14BF5N6Pd as an isolated structure.

## Properties
M in u: 454.5
Maximum force in eV/A: 6.194
HOMO energy (alpha / beta) in eV: -6.31 / -9.09
<S²>: 2.007
ΔE to the lowest compared entry with this formula, charge and spin in kcal per mole: 0.0

The geometry in ORCA input format:
```
! wB97M-V def2-TZVPD RIJCOSX def2/J DEFGRID3
* xyz 0 3
H -0.947 2.654 1.971
N -0.220 1.488 0.351
B 0.565 0.712 -1.946
N 0.399 1.803 -0.844
C 0.599 3.133 -0.898
Pd -0.698 -0.542 0.861
H 1.085 3.567 -1.760
C 0.086 3.694 0.263
H 0.084 4.730 0.531
C -0.440 2.626 1.016
H 0.976 1.156 -2.973
C -2.016 -1.903 1.615
H -2.238 -1.977 2.684
H -1.084 -2.474 1.478
H -2.766 -2.362 0.973
N -0.863 0.084 -2.079
N 1.464 -0.409 -1.352
N -1.500 -0.461 -0.965
N 1.074 -1.085 -0.216
C -1.694 0.025 -3.131
C 2.603 -0.958 -1.821
H -1.369 0.415 -4.084
H 3.066 -0.556 -2.710
C -2.885 -0.571 -2.717
C 2.947 -2.010 -0.984
C -2.731 -0.866 -1.362
C 1.958 -2.066 0.012
H -3.753 -0.764 -3.313
H 3.798 -2.657 -1.077
H -3.410 -1.332 -0.661
H 1.863 -2.751 0.843
H -2.151 -0.693 1.439
F 0.927 -1.781 2.904
C 0.387 -0.515 2.722
F -0.458 -0.276 3.780
C 1.557 0.491 2.824
F 2.415 0.106 3.798
F 2.276 0.603 1.671
F 1.092 1.722 3.156
*
```



Entry 6:
Density functional theory data (ωB97M-V with the def2-TZVPD basis set) for C12H14BN9Ti as an isolated structure.

## Properties
M in u: 343.0
Maximum force in eV/A: 5.518
HOMO energy in eV: -15.83

The geometry in ORCA input format:
```
! wB97M-V def2-TZVPD RIJCOSX def2/J DEFGRID3
* xyz 2 1
H 2.862 -2.081 -1.482
N 0.911 -1.218 -1.381
B -1.334 -0.041 -1.865
N -0.098 -0.940 -2.313
C 0.357 -1.354 -3.508
Ti 0.259 -0.455 0.228
H -0.245 -1.222 -4.380
C 1.634 -1.921 -3.383
H 2.223 -2.325 -4.185
C 1.965 -1.821 -2.028
H -2.116 0.076 -2.782
C 1.075 2.123 3.410
H 1.062 1.323 4.185
H 1.262 1.629 2.428
H 0.089 2.666 3.414
N -0.853 1.363 -1.373
N -2.181 -0.716 -0.642
N 0.058 1.515 -0.322
N -1.597 -1.044 0.593
C -1.104 2.581 -1.901
C -3.492 -0.973 -0.532
H -1.768 2.766 -2.727
H -4.184 -0.803 -1.335
C -0.385 3.539 -1.202
C -3.783 -1.469 0.737
C 0.301 2.853 -0.204
C -2.583 -1.497 1.450
H -0.421 4.586 -1.438
H -4.739 -1.732 1.112
H 0.943 3.282 0.552
H -2.349 -1.756 2.487
H 1.973 2.773 3.619
N 1.664 -1.053 1.436
C 2.434 -1.558 2.198
N 3.156 -2.371 2.813
C 4.085 -2.360 3.744
N 4.917 -2.368 4.578
*
```



| no. | DFT total energy (eV) |
| --- | --- |
| 1 | -23734.009 |
| 2 | -51148.235 |
| 3 | -55893.601 |
| 4 | -46542.008 |
| 5 | -39353.282 |
| 6 | -49858.037 |